Model i:
Formula: C5H8BrN2
Source: the Open Molecules 2025 dataset
Level of theory: wB97M-V/def2-TZVPD

Calculated values
E_LUMO (spin up / spin down): -4.942 / -4.944 eV
frontier orbital gap (spin up / spin down): 8.711 / 8.704 eV
molecular weight: 176.04 g mol⁻¹
HOMO level (spin up / spin down): -13.65 / -13.65 eV

ORCA input file:
```
! wB97M-V def2-TZVPD RIJCOSX def2/J DEFGRID3
* xyz 1 1
C 0.42914 1.82326 -0.35721
C 1.74149 1.38941 -0.56672
C -0.28698 0.67046 -0.09338
C 0.22178 -1.78554 -0.17648
C -2.47504 0.02632 0.82362
N 1.73640 0.03347 -0.56716
N 0.54649 -0.36615 -0.20791
Br -1.99301 0.44747 2.63770
H 0.38802 2.87320 -0.51393
H 2.54735 2.05679 -0.84801
H -0.69200 -2.01470 -0.85101
H 1.06717 -2.29271 -0.61078
H 0.00350 -2.16789 0.78334
H -2.61259 -0.95079 0.49342
H -3.09697 0.83134 0.36758
H 2.47523 -0.57393 -0.31307
*
```

Model ii:
Formula: C5H8BrN2
Source: the Open Molecules 2025 dataset
Level of theory: wB97M-V/def2-TZVPD

Calculated values
E_LUMO: -4.257 eV
frontier orbital gap: 8.805 eV
molecular weight: 176.04 g mol⁻¹
HOMO level: -13.06 eV

ORCA input file:
```
! wB97M-V def2-TZVPD RIJCOSX def2/J DEFGRID3
* xyz 1 1
C 0.18997 1.66460 0.09431
C -0.42588 1.24245 1.31454
C -0.00950 1.10160 -1.14262
C -0.78017 -0.07457 1.39861
C -0.07346 -1.18953 -0.06944
N 1.28483 -1.38889 0.15812
N -0.57119 -0.29192 -1.31188
Br -1.44369 -1.01272 2.86231
H 0.84739 2.62320 0.11320
H -0.43955 1.93206 2.10437
H 0.22722 1.42913 -2.11186
H -0.53698 -2.17123 -0.14705
H 1.75724 -2.06090 -0.43606
H 1.76030 -0.57021 0.53437
H -1.54264 -0.50407 -1.26843
H -0.24389 -0.72901 -2.09250
*
```

What should be chosen as the most stable of them? Choose model ii.

Model i:
Formula: C5H9N
Source: the Open Molecules 2025 dataset
Level of theory: wB97M-V/def2-TZVPD

Calculated values
E_LUMO: -2.285 eV
frontier orbital gap: 3.587 eV
molecular weight: 83.13 g mol⁻¹
HOMO level: -5.87 eV

ORCA input file:
```
! wB97M-V def2-TZVPD RIJCOSX def2/J DEFGRID3
* xyz 0 1
C 1.76294 -1.24061 0.21729
N 2.60914 -0.17135 0.54537
C 0.13057 1.33860 0.51967
C -1.18209 1.50380 0.32708
C -2.28299 0.96483 -0.26389
C -2.42135 -0.34619 -0.80140
H 2.18099 -1.99925 -0.48012
H 1.21715 -1.72573 0.98413
H 1.34083 -0.35064 -0.27463
H 3.45239 -0.12909 0.06439
H 0.41603 0.73055 1.43235
H 1.01832 1.64179 -0.01234
H -3.27579 1.46690 -0.26187
H -3.41160 -0.65697 -1.15268
H -1.55453 -1.02666 -0.84336
*
```

Model ii:
Formula: C5H9N
Source: the Open Molecules 2025 dataset
Level of theory: wB97M-V/def2-TZVPD

Calculated values
E_LUMO: 1.029 eV
frontier orbital gap: 9.711 eV
molecular weight: 83.13 g mol⁻¹
HOMO level: -8.68 eV
SMILES string: C=N/C=C/CC

ORCA input file:
```
! wB97M-V def2-TZVPD RIJCOSX def2/J DEFGRID3
* xyz 0 1
C 0.69768 -2.99346 0.29743
N -0.22265 -2.33683 -0.25445
C -0.35253 -0.97020 -0.03667
C 0.51778 0.02539 -0.16463
C 0.16534 1.41789 0.31952
C -0.86083 2.13596 -0.58719
H 0.90044 -4.03237 0.06132
H 1.30360 -2.62203 1.13697
H -1.34861 -0.70988 0.30663
H 1.58250 -0.18595 -0.26592
H 1.02359 2.06740 0.45025
H -0.29582 1.31780 1.30262
H -1.68179 1.47357 -0.84846
H -1.04995 3.12020 -0.16609
H -0.37874 2.29251 -1.55132
*
```

Model iii:
Formula: C5H9N
Source: the Open Molecules 2025 dataset
Level of theory: wB97M-V/def2-TZVPD

Calculated values
E_LUMO: 1.047 eV
frontier orbital gap: 10.121 eV
molecular weight: 83.13 g mol⁻¹
HOMO level: -9.07 eV
SMILES string: C=C=N.C=CC

ORCA input file:
```
! wB97M-V def2-TZVPD RIJCOSX def2/J DEFGRID3
* xyz 0 1
C -0.93349 2.44440 -0.26091
C 0.15699 1.91637 -0.76599
N 1.17575 1.47452 -1.28561
H -0.86799 3.17953 0.53234
H -1.90640 2.16346 -0.64716
H 1.50757 0.61494 -0.83867
C 1.43704 -1.29903 0.73519
C 0.14011 -1.00507 0.81790
C -0.90814 -1.46997 -0.14945
H 1.82755 -1.92424 -0.06694
H 2.15118 -0.94369 1.47353
H -0.21094 -0.38332 1.64213
H -1.49222 -0.62234 -0.52613
H -1.61293 -2.15188 0.34182
H -0.46408 -1.99369 -1.00206
*
```

Model iv:
Formula: C5H9N
Source: the Open Molecules 2025 dataset
Level of theory: wB97M-V/def2-TZVPD

Calculated values
E_LUMO (spin up / spin down): 0.852 / 0.852 eV
frontier orbital gap (spin up / spin down): 7.614 / 7.615 eV
molecular weight: 83.13 g mol⁻¹
HOMO level (spin up / spin down): -6.76 / -6.76 eV

ORCA input file:
```
! wB97M-V def2-TZVPD RIJCOSX def2/J DEFGRID3
* xyz 0 1
C -0.09137 -1.35117 -0.94358
C 0.60875 -0.21345 -1.56383
C 0.41777 -0.76912 0.33687
N -0.17141 0.39535 0.79629
C -0.73335 0.46758 1.99617
C -0.13630 1.42612 -0.13821
H -1.17879 -1.37945 -1.04933
H 0.33561 -2.34137 -1.13152
H 1.67968 -0.34640 -1.70612
H 0.15054 0.44511 -2.29288
H 1.01374 -1.34193 1.04526
H -1.10595 -0.43603 2.46115
H -0.81014 1.42785 2.48887
H 0.84101 1.87498 -0.29228
H -0.94968 2.15430 -0.03019
*
```

What should be chosen as the most stable of them? Choose model ii.